No. 1
The following is a quantum chemistry calculation of a structure of composition C32H92As2F12N7O7 at a distorted geometry, from the Open Molecules 2025 dataset.

Computed properties:
- Lowest unoccupied orbital energy (alpha / beta): -13.5 / -18.3 eV
- Total charge: +6
- Spin multiplicity: 2
- HOMO-LUMO gap (alpha / beta): 6.63 / 1.84 eV
- HOMO level (alpha / beta): -20.17 / -20.17 eV

Structure (XYZ):
```
152
C32H92As2F12N7O7 | the Open Molecules 2025 dataset | the ωB97M-V functional and the def2-TZVPD basis
C -11.4476 -7.7936 6.6241
C -11.5900 -6.2361 6.3789
N -11.7605 -5.8485 4.8589
C -10.4619 -6.1751 4.1137
C -12.9746 -6.5905 4.1615
C -14.3720 -6.3738 4.9643
C -12.0445 -4.2874 4.6928
C -10.9334 -3.2691 4.8061
O -10.4546 -3.3277 6.1023
C -9.7795 -2.1711 6.4770
H -12.4186 -8.2043 6.3475
H -11.4434 -7.8385 7.7132
H -10.5858 -8.2970 6.1860
H -10.7330 -5.6587 6.7256
H -12.4091 -5.8216 6.9666
H -9.6421 -5.8342 4.7461
H -10.4404 -5.7757 3.0998
H -10.3234 -7.2561 4.0979
H -12.6373 -7.6259 4.1134
H -12.9898 -6.1448 3.1669
H -14.6021 -5.3645 5.3057
H -14.4369 -7.0079 5.8485
H -15.0789 -6.7057 4.2040
H -12.7895 -4.0545 5.4535
H -12.4970 -4.1499 3.7107
H -11.3607 -2.2866 4.6056
H -10.0942 -3.3590 4.1164
H -10.3435 -1.2655 6.2536
H -8.8640 -2.1364 5.8865
H -9.5475 -2.1148 7.5406
C -18.2130 -14.7936 4.5910
C -17.8499 -13.4289 3.9140
C -18.9277 -12.6326 3.2161
O -18.4941 -11.3960 2.7105
C -19.5077 -10.7068 1.9660
N -17.1563 -12.5090 4.9914
H -16.4019 -12.0156 4.5357
H -17.8525 -11.9130 5.4159
H -16.7969 -12.9864 5.8056
H -17.5365 -15.3958 5.1976
H -18.5303 -15.4860 3.8113
H -19.1569 -14.6831 5.1248
H -17.0076 -13.6144 3.2474
H -19.6579 -12.4232 3.9978
H -19.4417 -13.3362 2.5613
H -20.1319 -10.0807 2.6035
H -20.1983 -11.3835 1.4628
H -19.1402 -10.0158 1.2074
C -12.2978 -10.2113 9.4272
C -12.9826 -11.5577 9.0460
C -12.4944 -12.6667 10.0038
O -13.2393 -13.9232 9.9366
C -12.9703 -14.7336 11.0358
N -14.5307 -11.3207 9.0731
H -14.8961 -11.2628 10.0129
H -14.8060 -10.4662 8.6103
H -14.9374 -12.1299 8.6260
H -12.5774 -9.8620 10.4211
H -12.5703 -9.4480 8.6983
H -11.2087 -10.2287 9.3860
H -12.8333 -11.8930 8.0197
H -12.2792 -12.3044 11.0090
H -11.5186 -12.9203 9.5895
H -11.9993 -15.1704 10.8024
H -13.7356 -15.5092 11.0640
H -12.9226 -14.2312 12.0020
C -18.2714 -5.9660 14.2616
C -19.5149 -6.7739 13.8511
C -20.0317 -6.3214 12.4377
O -19.0355 -6.3950 11.4987
C -19.5692 -5.8357 10.2549
N -18.9779 -8.1971 13.6650
H -19.4808 -8.6343 12.9060
H -17.9823 -8.2421 13.5010
H -19.1635 -8.7431 14.4942
H -17.7587 -6.3119 15.1591
H -18.4475 -4.9137 14.4850
H -17.4570 -5.8755 13.5428
H -20.2581 -6.6374 14.6367
H -20.4217 -5.3039 12.4092
H -20.9109 -6.9025 12.1597
H -20.3221 -6.5439 9.9088
H -18.7982 -5.8093 9.4849
H -19.9566 -4.8243 10.3774
C -21.4205 -9.1929 6.5935
C -22.5181 -9.6488 7.5297
C -22.0055 -10.9376 8.2235
O -20.9261 -10.6998 9.0879
C -20.0996 -11.8079 9.4669
N -22.8076 -8.4973 8.5496
H -21.8955 -8.2182 8.8816
H -23.1163 -7.6130 8.1715
H -23.2755 -8.6727 9.4274
H -20.5379 -8.8515 7.1343
H -21.7081 -8.2927 6.0503
H -20.9813 -9.9844 5.9863
H -23.4476 -9.8007 6.9810
H -21.6852 -11.6538 7.4669
H -22.7840 -11.3608 8.8583
H -19.5076 -12.1986 8.6393
H -20.6349 -12.5551 10.0528
H -19.4411 -11.3394 10.1984
C -20.7402 -7.0487 3.4859
C -19.2536 -6.8078 3.8944
C -18.3503 -5.8857 2.9481
O -16.9884 -5.6958 3.3452
C -16.4023 -4.4338 2.9016
N -19.1995 -6.1998 5.3099
H -19.2780 -6.9518 5.9796
H -18.3580 -5.6639 5.4673
H -19.9303 -5.5584 5.5832
H -20.8445 -7.2251 2.4154
H -21.4381 -6.2175 3.5873
H -21.1143 -7.9616 3.9493
H -18.7386 -7.7676 3.9338
H -18.9549 -4.9796 2.9889
H -18.2116 -6.2004 1.9138
H -16.2885 -4.4417 1.8176
H -15.4320 -4.1478 3.3075
H -17.1204 -3.6365 3.0937
C -16.0791 -5.7423 10.1839
C -14.5619 -5.7394 10.2373
C -13.8241 -4.3615 9.7013
O -12.4402 -4.5111 9.9745
C -11.6774 -3.2362 9.9192
N -13.9873 -6.0968 11.6439
H -14.4224 -5.5503 12.3734
H -14.1711 -7.0414 11.9507
H -12.9791 -6.0546 11.6880
H -16.4108 -6.6633 10.6632
H -16.4823 -5.6661 9.1741
H -16.4443 -4.8831 10.7465
H -14.1537 -6.6124 9.7281
H -14.3493 -3.5404 10.1891
H -14.0981 -4.2762 8.6497
H -10.5999 -3.3145 9.7747
H -11.6860 -2.6423 10.8331
H -11.9020 -2.6337 9.0391
As -13.5817 -12.3763 4.3319
F -15.0281 -11.3461 3.8777
F -14.5853 -13.8278 3.9195
F -12.0755 -13.3607 4.7689
F -12.6237 -10.8950 4.6746
F -14.0713 -12.3794 6.0975
F -12.9541 -12.3177 2.6774
As -16.9885 -8.9913 6.8881
F -18.2141 -7.7933 7.3927
F -17.2595 -9.9240 8.3520
F -15.7634 -10.1484 6.2766
F -16.6324 -8.0295 5.4140
F -15.6375 -8.0455 7.6265
F -18.2175 -9.8401 5.9068
```

No. 2
The following is a quantum chemistry calculation of a structure of composition C24H16AuF6NO4PS2, from the Open Molecules 2025 dataset.

Computed properties:
- Lowest unoccupied orbital energy: -4.5 eV
- Total charge: +1
- ΔE to the lowest compared entry with this formula, charge and spin: 0.000 eV
- HOMO-LUMO gap: 7.35 eV
- HOMO level: -11.85 eV

Structure (XYZ):
```
55
C24H16AuF6NO4PS2 | the Open Molecules 2025 dataset | the ωB97M-V functional and the def2-TZVPD basis
Au -0.1468 0.1190 0.4845
C -0.7478 3.9756 -3.6899
C -1.0584 2.6297 -3.5327
C -1.1429 2.0864 -2.2642
C -0.9131 2.8955 -1.1489
C -0.6048 4.2459 -1.3064
C -0.5251 4.7812 -2.5829
P -1.1055 2.1801 0.4771
C -0.2653 3.1734 1.6932
C -0.8897 3.5076 2.8938
C -0.1871 4.2278 3.8470
C 1.1294 4.5955 3.6088
C 1.7574 4.2469 2.4181
C 1.0655 3.5346 1.4558
C -2.8040 1.8621 0.8962
C -3.8029 2.7975 0.9837
C -5.1075 2.3750 1.3006
C -5.3759 1.0457 1.4980
C -4.3646 0.0618 1.3915
C -4.6100 -1.3258 1.5463
C -3.5992 -2.2267 1.3923
C -2.2785 -1.8043 1.0910
C -2.0199 -0.4757 0.9612
C -3.0530 0.4884 1.0922
H -0.6779 4.3972 -4.6837
H -1.2311 2.0061 -4.3991
H -1.3878 1.0370 -2.1416
H -0.4281 4.8747 -0.4435
H -0.2863 5.8280 -2.7113
H -1.9126 3.2089 3.0830
H -0.6674 4.4974 4.7775
H 1.6743 5.1538 4.3582
H 2.7867 4.5279 2.2429
H 1.5558 3.2560 0.5304
H -3.6010 3.8480 0.8115
H -5.8993 3.1068 1.3788
H -6.3843 0.7269 1.7311
H -5.6130 -1.6598 1.7787
H -3.7889 -3.2855 1.5037
H -1.5007 -2.5460 0.9919
F 2.5002 -4.2947 -0.1080
C 1.4830 -4.2636 0.7400
F 1.5804 -5.2546 1.6061
F 0.3400 -4.3668 0.0638
S 1.5008 -2.6711 1.6742
O 0.3159 -2.6628 2.4660
O 2.7962 -2.5228 2.2277
N 1.2190 -1.5887 0.4464
S 2.3931 -0.7834 -0.3192
O 3.7436 -1.0601 -0.0170
O 1.8989 0.6102 -0.2428
C 2.0986 -1.2295 -2.0924
F 0.8281 -0.9555 -2.4022
F 2.9022 -0.4983 -2.8419
F 2.3314 -2.5124 -2.2817
```

No. 3
The following is a quantum chemistry calculation of a cluster of 2 separate species, C4H11NOS2 in total at a distorted geometry, from the Open Molecules 2025 dataset.

Computed properties:
- Lowest unoccupied orbital energy: 0.4 eV
- ΔE to the lowest compared entry with this formula, charge and spin: 4.154 eV
- SMILES string: C=C(O)CC.SNS
- HOMO-LUMO gap: 9.19 eV
- HOMO level: -8.80 eV

Structure (XYZ):
```
19
C4H11NOS2 | the Open Molecules 2025 dataset | the ωB97M-V functional and the def2-TZVPD basis
C 0.0595 -1.4931 -0.7610
C -0.5408 -0.3377 -0.5685
O -0.5579 0.7207 -1.5052
C -1.4306 -0.0117 0.5985
C -2.7949 0.4691 0.0376
H 0.7554 -1.4177 -1.4956
H 0.1602 -2.2741 -0.0499
H -1.2406 1.3847 -1.3109
H -1.6851 -0.8260 1.2028
H -0.8345 0.7430 1.1642
H -2.9310 1.4713 0.2535
H -2.7911 0.2972 -1.1601
H -3.4825 -0.2046 0.4218
S 1.8807 1.5965 0.5827
N 2.6808 0.0086 0.6665
S 3.5227 -0.5461 -0.8440
H 2.5636 2.0921 1.6513
H 2.0674 -0.7042 1.2211
H 4.5987 -0.9681 -0.1047
```

No. 4
The following is a quantum chemistry calculation of the molecule C27H21ClFN3O3, from the Open Molecules 2025 dataset.

Computed properties:
- Lowest unoccupied orbital energy: 0.5 eV
- SMILES string: Cc1c(Cl)ccc2c1NC(=O)[C@]21N[C@@H](Cc2ccccc2)[C@H]2C(=O)N(c3ccc(F)cc3)C(=O)[C@H]21
- HOMO-LUMO gap: 9.30 eV
- HOMO level: -8.82 eV

Structure (XYZ):
```
56
C27H21ClFN3O3 | the Open Molecules 2025 dataset | the ωB97M-V functional and the def2-TZVPD basis
C -4.9030 -3.9486 -0.1788
C -4.6669 -2.5493 0.2970
C -5.6801 -1.6903 0.7285
Cl -7.3221 -2.2337 0.7358
C -5.4290 -0.3969 1.1632
C -4.1358 0.1056 1.1767
C -3.1123 -0.7176 0.7651
C -3.3851 -2.0188 0.3381
N -2.1961 -2.6566 0.0030
C -1.1172 -1.8635 0.2113
O 0.0431 -2.1917 0.1545
C -1.6334 -0.4680 0.6145
N -0.9487 -0.0075 1.7990
C -0.6483 1.4093 1.7039
C 0.6469 1.7802 2.4416
C 1.9744 1.4317 1.8099
C 2.3226 0.1544 1.3872
C 3.5686 -0.0980 0.8356
C 4.4938 0.9183 0.6971
C 4.1681 2.1921 1.1309
C 2.9281 2.4395 1.6864
C -0.7544 1.8033 0.1939
C 0.5606 2.0270 -0.5241
O 1.2413 3.0144 -0.4741
N 0.7974 0.9242 -1.3375
C 2.0286 0.6548 -1.9838
C 2.7988 1.6842 -2.5087
C 4.0182 1.3957 -3.0935
C 4.4373 0.0799 -3.1567
F 5.6266 -0.2012 -3.7291
C 3.6760 -0.9565 -2.6470
C 2.4662 -0.6640 -2.0481
C -0.3185 0.1213 -1.4853
O -0.4492 -0.7610 -2.2902
C -1.3702 0.5966 -0.5011
H -5.9656 -4.1624 -0.2339
H -4.4426 -4.6626 0.5040
H -4.4675 -4.0889 -1.1673
H -6.2526 0.2176 1.4898
H -3.9424 1.1114 1.5120
H -2.1261 -3.6204 -0.2826
H -0.1085 -0.5547 1.9454
H -1.4642 1.9355 2.2218
H 0.5832 1.2986 3.4231
H 0.6313 2.8596 2.6054
H 1.6406 -0.6783 1.4675
H 3.8106 -1.1010 0.5180
H 5.4604 0.7195 0.2591
H 4.8816 2.9968 1.0352
H 2.6855 3.4398 2.0132
H -1.3485 2.7136 0.0993
H 2.4581 2.7038 -2.4467
H 4.6386 2.1779 -3.5006
H 4.0358 -1.9709 -2.7124
H 1.8624 -1.4521 -1.6271
H -2.2963 0.8078 -1.0379
```